Density functional theory data (the ωB97M-V functional and the def2-TZVPD basis) for a 8-piece molecular cluster, C6H24BF6NO10S2 overall at a distorted geometry.

The orbital gap is 7.69 eV. The calculation puts the largest force on an atom at 5.5 eV/A.

```
! RIJCOSX wB97M-V def2-TZVPD def2/J DEFGRID3
* xyz -2 1
B 0.488 0.084 0.619
F 1.825 0.568 0.597
F -0.149 0.605 -0.500
F 0.557 -1.334 0.519
F -0.078 0.467 1.843
N -0.501 2.933 -2.630
S -2.108 2.757 -2.757
O -2.768 3.922 -3.292
O -2.755 1.782 -1.938
F -2.076 1.925 -4.172
S -0.653 3.737 -1.167
O -1.167 3.059 -0.029
O -1.011 5.120 -1.312
F 0.918 3.836 -0.882
C -1.689 2.070 4.540
O -1.574 2.544 3.211
H -2.547 1.375 4.547
H -0.862 1.468 4.925
H -2.043 2.853 5.210
H -1.437 1.730 2.706
C -1.652 -1.769 3.611
O -2.660 -1.770 4.619
H -0.733 -1.304 3.980
H -1.374 -2.784 3.313
H -1.972 -1.217 2.732
H -2.475 -2.476 5.241
C -1.852 -3.367 -0.405
O -1.594 -2.316 -1.313
H -2.563 -4.046 -0.864
H -0.927 -3.855 -0.074
H -2.230 -2.905 0.516
H -1.042 -1.628 -0.921
C 0.311 -0.784 -3.359
O 0.466 0.275 -4.299
H 1.123 -0.843 -2.645
H -0.639 -0.680 -2.835
H 0.256 -1.741 -3.898
H -0.038 0.024 -5.075
C 3.500 1.025 -1.885
O 2.122 1.244 -2.086
H 3.775 1.529 -0.949
H 3.746 -0.038 -1.761
H 4.080 1.466 -2.696
H 1.695 0.968 -1.255
C 3.613 -2.571 0.144
O 2.921 -2.469 1.392
H 4.087 -3.549 0.046
H 2.919 -2.338 -0.664
H 4.442 -1.853 0.160
H 2.325 -1.730 1.196
*
```